Entry 1:
C24H54GeO6SSbSe4SiZn as an isolated structure, computed with ωB97M-V/def2-TZVPD.

## Properties
HOMO-LUMO gap (spin up / spin down) = 5.500 / 5.512 eV
Multiplicity = 2
Charge = -2
HOMO energy (spin up / spin down) = -1.7 / -1.9 eV
Lowest unoccupied orbital energy (spin up / spin down) = 3.82 / 3.65 eV
⟨S²⟩ = 0.766

Geometry as XYZ:
```
93
Properties=species:S:1:pos:R:3:lowdin_spin:R:1
Zn 0.15 1.15 -1.13 0.00
C 3.70 1.78 -1.45 0.00
C 2.81 2.15 -2.63 0.00
C 2.36 3.60 -2.52 0.00
C 3.54 1.91 -3.95 0.00
O 1.67 1.28 -2.58 0.00
Ge 0.49 0.61 -3.92 0.00
O -0.90 1.55 -2.99 0.00
C -1.78 2.55 -3.48 0.00
C -1.98 3.57 -2.38 0.01
C -3.10 1.89 -3.86 0.00
C -1.17 3.23 -4.71 0.00
O 0.05 -0.67 -2.58 0.00
C 0.72 -1.93 -2.46 0.00
C -0.28 -2.93 -1.89 0.00
C 1.17 -2.41 -3.84 0.00
C 1.94 -1.83 -1.54 0.00
H 4.58 2.44 -1.41 0.00
H 3.15 1.89 -0.51 0.00
H 4.05 0.75 -1.53 0.00
H 3.21 4.27 -2.63 0.00
H 1.64 3.83 -3.31 0.00
H 1.89 3.79 -1.55 0.00
H 4.45 2.53 -3.99 0.00
H 3.83 0.86 -4.04 0.00
H 2.91 2.18 -4.80 0.00
H -2.34 3.09 -1.46 0.00
H -1.04 4.07 -2.14 0.00
H -2.71 4.33 -2.67 0.00
H -3.56 1.44 -2.99 0.00
H -3.80 2.63 -4.28 0.00
H -2.93 1.11 -4.61 0.00
H -0.18 3.64 -4.47 0.00
H -1.07 2.53 -5.54 0.00
H -1.81 4.06 -5.03 0.00
H -1.09 -3.08 -2.61 0.00
H 0.20 -3.89 -1.70 0.00
H -0.68 -2.56 -0.95 0.00
H 0.32 -2.39 -4.54 0.00
H 1.97 -1.78 -4.24 0.00
H 1.54 -3.43 -3.78 0.00
H 1.65 -1.46 -0.55 0.00
H 2.40 -2.81 -1.40 0.00
H 2.67 -1.14 -1.96 0.00
C -2.94 0.73 1.51 0.00
C -2.42 -0.48 0.74 0.00
C -2.85 -0.37 -0.71 0.00
C -2.96 -1.78 1.33 0.00
O -0.99 -0.49 0.74 0.00
Si 0.07 -1.01 1.93 0.00
S 1.79 0.03 1.89 0.00
O 0.12 -2.64 1.51 0.00
C 0.67 -3.76 2.18 0.00
C 2.05 -3.45 2.76 0.00
C 0.82 -4.84 1.12 0.00
C -0.29 -4.25 3.27 0.00
O -0.76 -1.01 3.39 0.00
C -0.50 -0.39 4.66 0.00
C -0.27 1.12 4.56 0.00
C 0.71 -1.04 5.32 0.00
C -1.75 -0.66 5.49 0.00
H -4.02 0.66 1.62 0.00
H -2.68 1.66 1.00 0.00
H -2.48 0.76 2.49 0.00
H -3.94 -0.28 -0.75 0.00
H -2.55 -1.24 -1.29 0.00
H -2.43 0.52 -1.19 0.00
H -4.03 -1.84 1.13 0.00
H -2.79 -1.84 2.41 0.00
H -2.47 -2.63 0.86 0.00
H 2.69 -3.02 2.00 0.00
H 2.51 -4.37 3.14 0.00
H 1.99 -2.73 3.58 0.00
H 1.50 -4.51 0.34 0.00
H -0.16 -5.05 0.67 0.00
H 1.21 -5.76 1.56 0.00
H -0.55 -3.42 3.93 0.00
H 0.17 -5.05 3.85 0.00
H -1.20 -4.62 2.81 0.00
H 0.53 1.35 3.86 0.00
H -0.01 1.52 5.54 0.00
H -1.17 1.63 4.23 0.00
H 1.61 -0.85 4.74 0.00
H 0.55 -2.12 5.39 0.00
H 0.84 -0.65 6.33 0.00
H -2.62 -0.23 4.99 0.00
H -1.66 -0.22 6.48 0.00
H -1.91 -1.74 5.59 0.00
Se 3.00 6.85 1.87 0.29
Sb 1.19 5.36 2.47 0.28
Se 0.37 2.67 0.75 0.03
Se -0.35 6.09 4.19 0.30
Se -0.25 4.96 0.28 0.08
```

---

Entry 2:
A 7-piece molecular cluster, C24H55Br4NO11S3 overall at a distorted geometry, computed with ωB97M-V/def2-TZVPD.

## Properties
HOMO-LUMO gap = 3.811 eV
HOMO energy = -7.5 eV
Lowest unoccupied orbital energy = -3.65 eV

Geometry as XYZ:
```
98
Properties=species:S:1:pos:R:3:mulliken_charge:R:1
C -1.10 0.48 -5.79 -1.72
C -0.83 0.41 -4.30 1.80
C 0.24 1.45 -3.82 0.00
C -0.21 2.85 -3.39 -1.03
C -1.46 2.81 -2.48 -0.98
C -2.66 2.09 -3.14 1.71
N -2.12 0.76 -3.49 0.84
O -2.98 -0.23 -3.29 -0.41
C -3.21 2.90 -4.29 -1.84
C -3.80 1.94 -2.10 -1.60
C -0.44 -1.01 -3.90 -1.78
H -1.99 -0.03 -6.17 0.38
H -0.30 -0.02 -6.34 0.44
H -1.22 1.50 -6.16 0.38
H 1.05 1.64 -4.52 0.67
H 0.72 1.05 -2.93 -0.87
H -0.41 3.45 -4.28 0.40
H 0.49 3.44 -2.80 0.49
H -1.65 3.81 -2.08 0.63
H -1.16 2.19 -1.63 -0.06
H -4.04 2.32 -4.68 0.45
H -2.51 3.00 -5.12 0.36
H -3.48 3.93 -4.06 0.35
H -3.92 2.80 -1.44 0.42
H -3.67 1.14 -1.38 0.17
H -4.78 1.78 -2.56 0.45
H -0.99 -1.78 -4.45 0.49
H -0.58 -1.17 -2.83 0.06
H 0.57 -1.32 -4.18 0.51
C 0.77 0.11 0.09 -0.31
C -0.47 0.15 1.02 -0.03
O -1.56 0.42 0.17 -0.74
H 0.91 1.03 -0.46 0.37
H 0.73 -0.68 -0.66 -0.25
H 1.69 -0.18 0.60 0.06
H -0.36 0.80 1.90 0.12
H -0.65 -0.86 1.42 -0.10
Br 2.14 -2.69 -2.05 -0.07
C 0.96 -3.71 -0.86 -0.26
C -0.53 -3.47 -1.34 -0.32
Br -1.71 -4.69 -0.25 -0.15
H 1.02 -3.41 0.18 -0.04
H 1.11 -4.76 -1.07 0.58
H -0.58 -3.77 -2.38 0.45
H -0.77 -2.42 -1.23 -0.06
Br -6.30 0.54 0.43 -0.17
C -4.63 0.98 1.37 0.01
C -4.00 -0.27 1.91 -0.37
Br -5.28 -1.04 3.32 -0.22
H -4.90 1.69 2.16 0.38
H -3.84 1.37 0.73 -0.05
H -3.06 0.04 2.35 -0.07
H -3.92 -1.07 1.18 0.53
O 6.41 -1.74 -4.79 -0.59
S 6.24 -1.60 -3.35 1.11
O 7.31 -1.17 -2.49 -0.62
O 4.90 -0.70 -2.98 -0.26
C 4.77 -0.03 -1.73 -0.43
C 3.51 0.84 -1.85 -0.43
C 5.79 -3.25 -2.61 -0.67
H 5.60 0.54 -1.32 0.46
H 4.69 -0.73 -0.89 0.30
H 3.48 1.51 -0.99 0.44
H 2.56 0.33 -1.75 -0.45
H 3.55 1.49 -2.72 0.39
H 6.66 -3.74 -2.17 0.36
H 5.38 -3.85 -3.42 0.29
H 5.03 -3.06 -1.86 0.05
O 0.02 4.17 4.44 -0.63
S -0.33 3.04 5.28 1.20
O -0.11 3.04 6.72 -0.63
O -1.94 2.64 4.91 -0.32
C -2.56 1.62 5.71 0.08
C -4.03 1.85 5.66 -1.28
C 0.47 1.55 4.56 -0.83
H -2.20 1.66 6.74 0.42
H -2.41 0.63 5.27 0.14
H -4.40 0.92 6.11 0.37
H -4.46 2.06 4.69 0.17
H -4.29 2.63 6.38 0.38
H 1.15 1.93 3.80 0.45
H -0.32 0.91 4.17 0.03
H 1.00 1.00 5.34 0.47
O 1.00 -4.03 5.22 -0.66
S 0.87 -2.80 4.47 1.15
O 0.39 -1.57 5.08 -0.53
O 2.39 -2.58 3.69 -0.42
C 2.76 -1.33 3.07 0.90
C 3.99 -0.95 3.86 -1.48
C -0.17 -3.13 3.01 -0.14
H 2.00 -0.57 3.27 -0.22
H 2.78 -1.51 2.00 0.16
H 4.57 -0.24 3.27 0.42
H 4.72 -1.76 3.98 0.38
H 3.83 -0.59 4.88 0.29
H -0.09 -4.22 2.99 0.45
H 0.37 -2.68 2.17 -0.59
H -1.18 -2.80 3.26 0.36
```